Density functional theory data (ωB97M-V with the def2-TZVPD basis set) for a cluster of 2 separate species, C18H28N7O6 in total in a non-equilibrium geometry.

Cartesian coordinates (Å):
O -4.95 2.16 -3.65
O -4.23 3.21 2.15
O 3.45 -6.99 0.99
O 2.58 -0.77 0.13
O 1.61 -0.62 2.12
O 5.24 -2.49 1.35
N 3.12 -4.90 0.38
N 5.38 -2.86 -0.81
N -1.79 0.01 -2.60
N -3.55 0.55 -4.06
N -2.16 -1.32 -4.31
N -3.45 3.11 -1.34
N -1.22 1.43 -0.77
C -4.53 5.56 2.34
C -3.55 4.44 1.97
C 3.24 -3.43 0.34
C 4.70 -5.41 2.22
C -2.52 -0.22 -3.63
C -2.36 4.49 2.94
C 4.92 -3.28 -2.13
C 2.35 -2.78 1.42
C 2.19 -1.27 1.22
C -1.68 2.40 0.26
C -2.77 3.34 -0.23
C -0.08 0.56 -0.44
C -3.09 4.62 0.51
C 4.68 -2.87 0.33
C -3.94 1.58 -3.27
C -3.15 1.97 -2.10
C -2.07 1.13 -1.83
C 3.71 -5.81 1.15
H -4.47 3.08 3.08
H -2.70 4.38 3.97
H 4.28 -4.62 2.84
H 4.52 -4.30 -2.08
H 1.36 -3.23 1.38
H 5.75 -3.26 -2.84
H -2.20 5.26 0.48
H 2.79 -3.11 -0.60
H 2.45 -5.30 -0.26
H -4.24 0.15 -4.67
H -1.65 3.69 2.73
H -5.42 5.50 1.70
H -2.16 -1.21 -5.31
H -3.87 5.14 -0.05
H -2.05 1.85 1.13
H 5.62 -5.06 1.75
H -1.31 -1.69 -3.89
H -4.85 5.47 3.38
H 0.55 1.02 0.33
H -0.43 -0.41 -0.06
H -1.83 5.45 2.85
H 6.30 -2.45 -0.73
H 4.92 -6.28 2.84
H 4.14 -2.60 -2.48
H -4.07 6.54 2.20
H -0.83 3.00 0.58
H 0.55 0.38 -1.32
H 2.76 -2.97 2.41

Values from the calculation:
Total energy in a.u.: -1537.5722
Total charge: -1

natural (NBO) population analysis, charges in e, atoms 1 to 4:
1. O -0.654
2. O -0.729
3. O -0.670
4. O -0.803